The following is a quantum chemistry calculation of 2 unconnected molecules or ions with the total composition C17H26F7N10OS2 in a non-equilibrium geometry, from the Open Molecules 2025 dataset.

Each line ends with the natural charge from an NBO analysis.
CARTESIAN COORDINATES (ANGSTROEM)
1 C 1.857 4.225 1.261  -0.4475
2 N 2.028 2.742 1.312  -0.6501
3 C 2.681 2.205 0.077  -0.0450
4 N 2.734 0.727 0.194  -0.4133
5 C 3.968 0.152 0.878  -0.2367
6 C 3.563 -0.144 2.413  -0.2289
7 N 4.249 0.751 3.405  -0.8240
8 C 1.832 -0.173 -0.192  0.6167
9 N 1.912 -1.640 -0.012  -0.4418
10 C 0.691 -2.161 -0.563  0.3276
11 C 0.161 -3.660 -0.650  0.6293
12 F 1.172 -4.636 -0.791  -0.2737
13 F -0.691 -3.745 -1.816  -0.3211
14 C -0.811 -3.986 0.607  0.5728
15 F -1.666 -2.892 0.923  -0.3070
16 F -1.672 -5.061 0.207  -0.2911
17 C -0.031 -4.499 1.913  0.9310
18 F 1.080 -3.660 2.210  -0.3076
19 F -0.886 -4.492 3.043  -0.2934
20 F 0.354 -5.854 1.718  -0.2901
21 N -0.110 -1.048 -1.072  -0.3265
22 N 0.596 0.106 -0.860  -0.1922
23 C -0.099 1.316 -1.372  -0.2516
24 C -0.920 2.132 -0.215  -0.4416
25 C -1.497 1.166 0.942  -0.5700
26 S -2.258 2.174 2.310  0.3065
27 C -4.032 2.540 1.952  -0.0750
28 S -4.597 4.070 2.412  0.0587
29 N -4.981 1.628 1.305  -0.4682
30 C -4.882 0.228 0.926  -0.1231
31 C -6.176 -0.234 0.230  -0.0724
32 N -7.055 0.963 0.262  -0.4200
33 C -6.330 2.023 0.894  0.1749
34 H 2.695 4.806 1.800  0.2264
35 H 1.782 4.555 0.150  0.1810
36 H 0.852 4.514 1.759  0.2281
37 H 1.155 2.246 1.535  0.3645
38 H 2.250 2.613 -0.901  0.1915
39 H 3.773 2.588 0.120  0.2268
40 H 4.338 -0.799 0.331  0.2458
41 H 4.848 0.877 0.879  0.2293
42 H 2.429 0.039 2.542  0.1904
43 H 3.784 -1.251 2.616  0.2097
44 H 3.564 1.482 3.643  0.3686
45 H 5.060 1.234 2.994  0.3542
46 H -1.035 -1.186 -1.507  0.4797
47 H 0.546 2.016 -2.020  0.2621
48 H -0.926 0.938 -2.090  0.2620
49 H -1.849 2.553 -0.764  0.2434
50 H -0.349 3.038 0.180  0.2317
51 H -0.644 0.529 1.367  0.2256
52 H -2.259 0.472 0.445  0.2398
53 H -3.989 -0.456 1.102  0.2222
54 H -6.457 -1.246 -0.204  0.2484
55 H -6.863 3.022 1.008  0.2614
56 C 0.685 -1.343 -4.576  0.7831
57 O 0.203 -0.422 -3.922  -0.7278
58 N 0.793 -2.605 -4.100  -0.8360
59 N 1.151 -1.173 -5.834  -0.8280
60 H 1.185 -3.368 -4.622  0.4030
61 H 0.458 -2.774 -3.169  0.3925
62 H 1.088 -0.247 -6.227  0.4151
63 H 1.549 -1.911 -6.388  0.3994

Results
total charge = +1
HOMO energy = -10.88 eV

=====

The following is a quantum chemistry calculation of a molecular structure, C18H12AsN5S4SbSe4Tc in a non-equilibrium geometry, from the Open Molecules 2025 dataset.

Each line ends with the natural charge from an NBO analysis.
CARTESIAN COORDINATES (ANGSTROEM)
1 Tc 1.374 0.076 -0.791  0.4877
2 C 1.956 -4.244 -0.688  -0.2473
3 C 1.076 -4.772 0.250  -0.1354
4 C 0.282 -3.891 0.932  -0.2509
5 C 0.326 -2.513 0.656  0.3788
6 N 1.224 -1.984 -0.206  -0.4606
7 C 2.010 -2.885 -0.847  0.0568
8 N -0.605 -1.772 1.358  -0.6148
9 C -0.680 -0.461 1.402  0.5304
10 N -0.070 0.428 0.582  -0.6410
11 C -0.450 1.705 0.985  0.4531
12 N -0.129 2.836 0.483  -0.4844
13 C 0.638 3.066 -0.625  0.3683
14 C 0.719 4.424 -0.991  -0.2230
15 C 1.350 4.803 -2.145  -0.1418
16 C 1.885 3.797 -2.948  -0.2513
17 C 1.810 2.497 -2.525  0.0675
18 N 1.249 2.096 -1.356  -0.4625
19 C -1.335 1.593 2.150  0.0020
20 C -1.972 2.547 2.914  -0.1879
21 C -2.725 2.101 3.995  -0.1748
22 C -2.806 0.748 4.306  -0.1906
23 C -2.163 -0.210 3.532  -0.1480
24 C -1.455 0.235 2.431  -0.1298
25 H 2.618 -4.866 -1.273  0.2328
26 H 1.012 -5.836 0.432  0.2300
27 H -0.402 -4.228 1.697  0.2608
28 H 2.735 -2.484 -1.531  0.2224
29 H 0.235 5.123 -0.326  0.2391
30 H 1.414 5.844 -2.432  0.2276
31 H 2.359 4.012 -3.894  0.2386
32 H 2.209 1.723 -3.160  0.2323
33 H -1.873 3.598 2.679  0.2348
34 H -3.243 2.821 4.615  0.2221
35 H -3.389 0.430 5.160  0.2254
36 H -2.219 -1.262 3.784  0.2447
37 S 1.920 0.152 -5.807  -0.5781
38 As 1.876 -1.507 -4.619  0.6800
39 S 0.259 -0.494 -2.801  -0.2417
40 S 3.422 -0.143 -1.670  0.0630
41 S 3.868 -1.206 -3.330  -0.2877
42 Se -1.949 -3.249 -1.584  -0.2098
43 Sb -2.927 -2.529 0.792  1.1072
44 Se -1.809 -1.211 -2.560  0.1520
45 Se -3.182 -4.187 2.486  -0.5666
46 Se -4.441 -0.721 0.489  -0.5296

Results
ΔE to the lowest compared entry with this formula, charge and spin = 53.5 kcal per mole
HOMO energy (alpha / beta) = -7.95 / -7.95 eV

=====

The following is a quantum chemistry calculation of a molecular structure, C36H31Cl7F3N6O10S3Ti in a non-equilibrium geometry, from the Open Molecules 2025 dataset.

Each line ends with the Mulliken spin population.
CARTESIAN COORDINATES (ANGSTROEM)
1 Ti -0.775 -1.020 0.406  0.8597
2 O -3.026 1.190 -0.200  -0.0004
3 C -2.745 0.253 -0.976  -0.0105
4 O -2.317 -0.868 -0.568  0.0085
5 C -2.834 0.406 -2.444  0.0093
6 C -3.935 0.949 -3.086  0.0006
7 C -3.964 1.046 -4.466  -0.0004
8 C -2.874 0.592 -5.206  0.0009
9 C -1.762 0.088 -4.574  -0.0064
10 C -1.693 -0.007 -3.172  0.0054
11 S -0.240 -0.512 -2.409  0.0052
12 H -4.767 1.291 -2.483  0.0004
13 H -4.831 1.460 -4.962  0.0000
14 H -2.910 0.646 -6.290  0.0000
15 H -0.912 -0.263 -5.138  0.0022
16 Cl -1.630 -7.272 -1.883  0.0000
17 C -1.835 -5.855 -0.925  0.0004
18 C -2.864 -5.778 -0.005  0.0012
19 Cl -3.978 -7.082 0.164  0.0002
20 C -3.004 -4.636 0.790  0.0005
21 Cl -4.279 -4.563 1.959  0.0001
22 C -2.144 -3.542 0.662  0.0252
23 O -2.156 -2.481 1.400  0.0116
24 C -1.107 -3.607 -0.333  0.0120
25 O -0.343 -2.564 -0.452  0.0001
26 C -0.961 -4.774 -1.076  -0.0024
27 Cl 0.349 -4.843 -2.184  0.0005
28 N 1.770 -3.284 0.956  0.0039
29 C 1.041 -3.582 2.162  0.0132
30 C 1.901 -4.352 3.194  0.0002
31 C 1.187 -4.688 4.502  -0.0012
32 C -0.157 -5.414 4.307  -0.0004
33 N -1.290 -4.598 3.916  0.0006
34 C -1.680 -3.474 4.575  0.0017
35 N -1.476 -3.391 5.935  0.0007
36 N -2.668 -2.740 4.035  0.0003
37 C 0.379 -2.286 2.732  0.0071
38 O 0.068 -2.241 3.939  0.0108
39 O 0.164 -1.349 1.901  0.0150
40 H 2.245 -4.096 0.583  0.0003
41 H 2.389 -2.489 1.040  0.0020
42 H 0.218 -4.247 1.856  0.0005
43 H 2.792 -3.758 3.422  0.0001
44 H 2.227 -5.284 2.717  0.0003
45 H 1.026 -3.754 5.034  0.0009
46 H 1.837 -5.329 5.107  0.0000
47 H -0.417 -5.921 5.244  0.0000
48 H -0.036 -6.181 3.538  0.0005
49 H -1.466 -4.533 2.924  -0.0008
50 H -0.656 -3.883 6.252  0.0000
51 H -1.498 -2.438 6.268  0.0000
52 H -2.624 -2.616 3.004  0.0033
53 H -2.859 -1.862 4.494  0.0002
54 F 0.582 2.803 2.302  0.0002
55 C -0.200 1.779 2.739  -0.0002
56 F -0.769 2.222 3.886  0.0001
57 F 0.675 0.824 3.123  -0.0009
58 S -1.545 1.382 1.378  0.0001
59 O -0.565 0.947 0.364  0.0004
60 O -2.019 2.735 1.385  0.0013
61 O -2.190 0.289 2.056  0.0139
62 Cl 2.605 9.290 0.162  0.0000
63 C 2.533 7.632 -0.327  0.0000
64 C 1.421 6.852 0.001  0.0000
65 C 1.390 5.534 -0.386  0.0000
66 C 2.443 4.942 -1.108  -0.0006
67 C 2.374 3.480 -1.468  0.0004
68 C 3.455 2.649 -0.729  0.0001
69 N 3.041 1.276 -0.655  0.0005
70 C 3.144 0.335 -1.643  0.0002
71 C 2.453 -0.758 -1.206  0.0008
72 N 1.920 -0.506 0.025  0.0015
73 C 2.293 0.714 0.322  -0.0026
74 O 2.520 3.245 -2.863  0.0003
75 C 1.356 2.763 -3.517  -0.0019
76 C 0.313 3.827 -3.686  -0.0002
77 C -0.759 4.021 -2.854  0.0002
78 Cl -1.258 3.091 -1.460  0.0008
79 S -1.723 5.367 -3.385  0.0001
80 C -0.661 5.659 -4.719  0.0000
81 C 0.363 4.770 -4.740  0.0000
82 C 3.535 5.766 -1.421  0.0000
83 Cl 4.867 5.133 -2.322  0.0000
84 C 3.600 7.088 -1.043  0.0000
85 H 0.598 7.285 0.550  0.0000
86 H 0.534 4.928 -0.132  -0.0002
87 H 1.401 3.106 -1.138  0.0005
88 H 3.586 3.042 0.282  0.0001
89 H 4.395 2.720 -1.283  -0.0001
90 H 3.674 0.534 -2.553  -0.0001
91 H 2.280 -1.695 -1.698  0.0006
92 H 2.078 1.222 1.237  0.0004
93 H 0.935 1.901 -2.988  0.0014
94 H 1.710 2.434 -4.498  -0.0003
95 H -0.875 6.451 -5.407  0.0000
96 H 1.141 4.765 -5.484  0.0000
97 H 4.461 7.692 -1.289  0.0000

Results
total charge = -2
ΔE to the lowest compared entry with this formula, charge and spin = 107.4 kcal per mole
⟨S²⟩ = 0.752
HOMO energy (alpha / beta) = -0.41 / -1.21 eV
2S+1 = 2

=====

The following is a quantum chemistry calculation of a molecular structure, C4H7NO2 in a non-equilibrium geometry, from the Open Molecules 2025 dataset.

Each line ends with the natural charge from an NBO analysis.
CARTESIAN COORDINATES (ANGSTROEM)
1 C 1.228 -1.461 0.488  -0.4956
2 C 0.221 -0.032 -0.503  0.1206
3 C 0.760 1.292 -0.880  -0.1179
4 O -0.160 0.650 -1.745  -0.4908
5 C -0.893 -0.112 0.455  0.6004
6 O -0.711 -0.832 1.422  -0.6105
7 N -2.033 0.567 0.266  -0.8031
8 H 2.173 -0.982 0.334  0.1807
9 H 1.168 -1.748 1.570  0.2318
10 H 1.024 -2.355 -0.086  0.2011
11 H 0.427 2.189 -0.351  0.1789
12 H 1.763 1.367 -1.306  0.1883
13 H -2.779 0.367 0.914  0.4074
14 H -2.188 1.090 -0.578  0.4086

Results
ΔE to the lowest compared entry with this formula, charge and spin = 108.4 kcal per mole
HOMO energy = -9.34 eV

=====

The following is a quantum chemistry calculation of a molecular structure, C2H5Cl3P2 in a non-equilibrium geometry, from the Open Molecules 2025 dataset.

Each line ends with the Mulliken spin population.
CARTESIAN COORDINATES (ANGSTROEM)
1 C -1.824 0.736 -0.601  0.7665
2 C 1.317 0.999 1.448  -0.0003
3 P -2.734 -0.679 -0.541  1.0467
4 P 2.765 0.639 0.627  -0.0003
5 Cl -2.950 2.076 -0.713  0.1447
6 Cl 0.647 0.007 2.711  0.0031
7 Cl 0.463 2.475 0.942  0.0040
8 H -0.743 0.916 -0.426  0.0405
9 H 0.983 -2.440 -2.586  0.0004
10 H -1.561 -1.453 -0.497  -0.0050
11 H 2.964 -0.436 1.545  0.0000
12 H 0.672 -2.840 -1.908  -0.0003

Results
ΔE to the lowest compared entry with this formula, charge and spin = 7.2 kcal per mole
⟨S²⟩ = 2.007
HOMO energy (alpha / beta) = -6.79 / -9.62 eV
2S+1 = 3

=====

The following is a quantum chemistry calculation of a gas-phase ion, C2H5BrNO3PS (charge -2) in a non-equilibrium geometry, from the Open Molecules 2025 dataset.

Each line ends with the natural charge from an NBO analysis.
CARTESIAN COORDINATES (ANGSTROEM)
1 C -1.380 -1.138 -0.526  -0.5858
2 C -0.565 -0.339 0.393  -0.2603
3 N 0.829 -0.028 -0.036  -0.9212
4 O 0.724 2.326 1.370  -1.2290
5 O -0.726 2.107 -0.810  -1.2180
6 O 1.845 2.454 -0.918  -1.2023
7 P 0.642 2.046 -0.143  2.4438
8 S 1.978 -0.488 0.854  0.4552
9 Br 3.105 -2.224 -0.069  -0.4288
10 H -1.880 -0.754 -1.405  0.2051
11 H -0.902 -2.041 -0.860  0.1884
12 H -2.210 -1.594 0.194  0.1583
13 H -1.013 0.606 0.576  0.2527
14 H -0.447 -0.933 1.382  0.1418

Results
total charge = -2
ΔE to the lowest compared entry with this formula, charge and spin = 20.3 kcal per mole
HOMO energy = -0.46 eV
SMILES string = CCN(SBr)P(=O)([O-])[O-]